Record 1
Formula: C23H27CaN6O2PS4
Source: OMol25
Level of theory: wB97M-V/def2-TZVPD

CARTESIAN COORDINATES (ANGSTROEM)
Ca: 0.16609 -0.40906 -0.26730
C: 3.67186 -4.95087 1.23582
S: 4.41303 -3.33929 0.92909
C: 3.01622 -2.27925 0.64798
S: 1.45435 -2.89371 0.50357
N: 3.44077 -1.03626 0.63143
N: 2.50840 -0.11180 0.34003
C: 2.86456 1.10276 0.55567
C: 1.99593 2.22650 0.26385
C: 2.43940 3.51839 0.56387
C: 1.62138 4.59439 0.27555
C: 0.38783 4.35951 -0.31323
C: 0.02271 3.04699 -0.57717
N: 0.79210 2.00382 -0.29369
H: 4.49384 -5.66676 1.22496
H: 2.95868 -5.19337 0.45406
H: 3.17178 -4.97962 2.20132
H: 3.84983 1.31542 0.96831
H: 3.41049 3.65640 1.01926
H: 1.94216 5.60299 0.50407
H: -0.28676 5.16653 -0.56163
H: -0.93962 2.81707 -1.01595
C: -2.06908 4.27527 2.65778
C: -1.30717 3.06976 3.16447
O: -2.20077 1.97090 3.36246
P: -2.07846 0.70758 2.34774
S: -0.27410 -0.10930 2.52722
S: -2.65267 1.20140 0.53950
O: -3.19909 -0.24287 2.99886
C: -2.98885 -0.80772 4.29991
C: -2.90201 -2.31434 4.18613
H: -1.38577 5.11277 2.50092
H: -2.83340 4.57722 3.37456
H: -2.55309 4.03004 1.71290
H: -0.83337 3.27034 4.12859
H: -0.51595 2.78664 2.46234
H: -3.83687 -0.49599 4.91380
H: -2.07499 -0.40435 4.74115
H: -3.82031 -2.72114 3.76123
H: -2.74395 -2.75960 5.17022
H: -2.06302 -2.58551 3.54510
C: 3.31668 0.27128 -5.30659
C: 3.29092 0.77022 -4.00918
C: 2.25855 0.44169 -3.15318
C: 1.21345 -0.40163 -3.56608
C: 1.25070 -0.90434 -4.87966
C: 2.29010 -0.56503 -5.72648
N: 0.22008 -0.70127 -2.65115
N: -0.80571 -1.34202 -3.19681
C: -1.74842 -1.80700 -2.35380
C: -2.91563 -2.34436 -2.95745
C: -3.90995 -2.85505 -2.16870
C: -3.75797 -2.83431 -0.77425
C: -2.60577 -2.27922 -0.26136
N: -1.62045 -1.77823 -1.00766
H: 4.12835 0.52446 -5.97716
H: 4.08592 1.41879 -3.66025
H: 2.24543 0.83174 -2.14545
H: 0.45830 -1.56068 -5.20490
H: 2.30389 -0.96697 -6.73339
H: -2.97817 -2.33317 -4.03602
H: -4.80655 -3.26618 -2.61716
H: -4.52053 -3.21631 -0.11093
H: -2.45535 -2.21430 0.81289

Energy above the lowest of the compared OMol25 structures with the same formula, charge and spin (eV): 0.000
Spin multiplicity: 2
Highest occupied orbital energy (spin up / spin down) (eV): -3.45 / -5.01
Charge: -1
Energy (eV): -108401.1392
Orbital gap (spin up / spin down) (eV): 5.412 / 6.974

***

Record 2
Formula: C2H12Si3
Source: OMol25
Level of theory: wB97M-V/def2-TZVPD

CARTESIAN COORDINATES (ANGSTROEM)
C: 2.96722 -0.81661 -0.09174
C: 1.60681 -0.37737 0.60270
Si: 0.53318 0.64980 -0.48031
Si: -1.58092 1.01966 0.54082
Si: -3.45813 -0.06973 -0.31977
H: 3.66913 0.00715 -0.06479
H: 3.53874 -1.58988 0.50774
H: 2.80351 -1.26345 -1.02433
H: 1.87168 0.08029 1.59647
H: 1.03893 -1.30029 0.78993
H: 1.14882 1.86462 -1.04865
H: 0.45077 -0.15340 -1.77092
H: -1.98369 2.52999 0.51521
H: -0.99261 0.84067 1.94976
H: -3.58209 -1.43605 0.25441
H: -4.90864 0.39548 -0.25761
H: -3.12271 -0.38088 -1.69892

Energy above the lowest of the compared OMol25 structures with the same formula, charge and spin (eV): 0.000
Spin multiplicity: 1
SMILES string: CC[SiH2][SiH2][SiH3]
Highest occupied orbital energy (eV): -9.85
Charge: 0
Energy (eV): -25899.4490
Orbital gap (eV): 10.382

***

Record 3
Formula: C4H11NOP
Source: OMol25
Level of theory: wB97M-V/def2-TZVPD

CARTESIAN COORDINATES (ANGSTROEM)
C: 0.00173 2.04909 -1.25302
N: 0.33710 1.54253 0.02786
C: 0.04877 0.36407 0.52435
P: 0.62803 0.08932 2.30641
C: -0.68944 -0.67261 -0.30997
C: -0.97575 -1.99044 0.45818
O: -0.17010 -0.82563 -1.53717
H: -0.64219 2.90080 -0.94815
H: 0.86333 2.44333 -1.86327
H: -0.43654 1.38170 -2.05516
H: 0.63571 2.33576 0.68937
H: 1.38099 -1.03963 2.18358
H: 1.47906 1.18285 2.28022
H: -1.54302 -0.14900 -0.45320
H: -0.99460 -1.83394 1.51796
H: -1.80148 -2.50856 0.11276
H: -0.18249 -2.66735 0.27955
H: 0.58685 -1.44571 -1.52802

Energy above the lowest of the compared OMol25 structures with the same formula, charge and spin (eV): 1.463
Spin multiplicity: 1
SMILES string: C/[NH+]=C(/P)[C@H](C)O
Highest occupied orbital energy (eV): -14.16
Charge: +1
Energy (eV): -17143.9758
Orbital gap (eV): 9.499

***

What did the first record say?
Formula: C23H27CaN6O2PS4
Source: OMol25
Level of theory: wB97M-V/def2-TZVPD

CARTESIAN COORDINATES (ANGSTROEM)
Ca: 0.16609 -0.40906 -0.26730
C: 3.67186 -4.95087 1.23582
S: 4.41303 -3.33929 0.92909
C: 3.01622 -2.27925 0.64798
S: 1.45435 -2.89371 0.50357
N: 3.44077 -1.03626 0.63143
N: 2.50840 -0.11180 0.34003
C: 2.86456 1.10276 0.55567
C: 1.99593 2.22650 0.26385
C: 2.43940 3.51839 0.56387
C: 1.62138 4.59439 0.27555
C: 0.38783 4.35951 -0.31323
C: 0.02271 3.04699 -0.57717
N: 0.79210 2.00382 -0.29369
H: 4.49384 -5.66676 1.22496
H: 2.95868 -5.19337 0.45406
H: 3.17178 -4.97962 2.20132
H: 3.84983 1.31542 0.96831
H: 3.41049 3.65640 1.01926
H: 1.94216 5.60299 0.50407
H: -0.28676 5.16653 -0.56163
H: -0.93962 2.81707 -1.01595
C: -2.06908 4.27527 2.65778
C: -1.30717 3.06976 3.16447
O: -2.20077 1.97090 3.36246
P: -2.07846 0.70758 2.34774
S: -0.27410 -0.10930 2.52722
S: -2.65267 1.20140 0.53950
O: -3.19909 -0.24287 2.99886
C: -2.98885 -0.80772 4.29991
C: -2.90201 -2.31434 4.18613
H: -1.38577 5.11277 2.50092
H: -2.83340 4.57722 3.37456
H: -2.55309 4.03004 1.71290
H: -0.83337 3.27034 4.12859
H: -0.51595 2.78664 2.46234
H: -3.83687 -0.49599 4.91380
H: -2.07499 -0.40435 4.74115
H: -3.82031 -2.72114 3.76123
H: -2.74395 -2.75960 5.17022
H: -2.06302 -2.58551 3.54510
C: 3.31668 0.27128 -5.30659
C: 3.29092 0.77022 -4.00918
C: 2.25855 0.44169 -3.15318
C: 1.21345 -0.40163 -3.56608
C: 1.25070 -0.90434 -4.87966
C: 2.29010 -0.56503 -5.72648
N: 0.22008 -0.70127 -2.65115
N: -0.80571 -1.34202 -3.19681
C: -1.74842 -1.80700 -2.35380
C: -2.91563 -2.34436 -2.95745
C: -3.90995 -2.85505 -2.16870
C: -3.75797 -2.83431 -0.77425
C: -2.60577 -2.27922 -0.26136
N: -1.62045 -1.77823 -1.00766
H: 4.12835 0.52446 -5.97716
H: 4.08592 1.41879 -3.66025
H: 2.24543 0.83174 -2.14545
H: 0.45830 -1.56068 -5.20490
H: 2.30389 -0.96697 -6.73339
H: -2.97817 -2.33317 -4.03602
H: -4.80655 -3.26618 -2.61716
H: -4.52053 -3.21631 -0.11093
H: -2.45535 -2.21430 0.81289

Energy above the lowest of the compared OMol25 structures with the same formula, charge and spin (eV): 0.000
Spin multiplicity: 2
Highest occupied orbital energy (spin up / spin down) (eV): -3.45 / -5.01
Charge: -1
Energy (eV): -108401.1392
Orbital gap (spin up / spin down) (eV): 5.412 / 6.974

***

Which value of energy above the lowest of the compared OMol25 structures with the same formula, charge and spin does entry 3 give? 1.463 eV